(1)
Below is a structure of composition C26H39N8O3SV, with properties calculated with the ωB97M-V functional and the def2-TZVPD basis.

XYZ file:
```
78
C26H39N8O3SV, DFT the ωB97M-V functional and the def2-TZVPD basis
V -0.42 1.03 -1.01
O -2.83 4.43 -1.38
C -2.31 5.16 -0.36
C -3.05 6.26 0.07
C -2.59 7.04 1.11
C -1.38 6.74 1.74
C -0.65 5.65 1.32
C -1.11 4.83 0.28
C -0.38 3.60 -0.06
O -0.72 2.94 -1.15
N 0.50 3.12 0.77
N 0.92 1.87 0.29
C 2.15 1.55 0.51
C 2.79 0.43 -0.13
C 4.08 0.07 0.27
C 4.78 -0.90 -0.42
C 4.21 -1.48 -1.55
C 2.94 -1.13 -1.98
C 2.21 -0.18 -1.26
O 0.99 0.15 -1.71
H -2.13 3.85 -1.71
H -3.98 6.49 -0.44
H -3.17 7.90 1.43
H -1.00 7.38 2.53
H 0.31 5.43 1.77
H 2.74 2.20 1.15
H 4.53 0.56 1.12
H 5.78 -1.17 -0.11
H 4.77 -2.22 -2.11
H 2.49 -1.58 -2.85
N -1.06 2.62 3.08
C -1.71 1.60 2.18
C -3.21 1.78 2.05
C -3.67 0.90 0.88
N -3.01 1.33 -0.38
C -3.31 -0.56 1.16
C -1.82 -0.78 1.45
N -1.02 -0.69 0.19
C -1.31 0.18 2.53
H -0.24 3.00 2.54
H -0.75 2.23 3.97
H -1.69 3.40 3.28
H -1.29 1.83 1.21
H -3.46 2.83 1.86
H -3.73 1.47 2.96
H -4.75 0.99 0.80
H -3.23 2.31 -0.57
H -3.45 0.82 -1.14
H -3.61 -1.19 0.31
H -3.88 -0.91 2.01
H -1.70 -1.80 1.82
H -1.48 -1.30 -0.49
H -0.14 -1.20 0.31
H -0.23 0.09 2.63
H -1.76 -0.12 3.48
N -1.92 0.46 -3.86
C -1.50 0.58 -2.79
H -2.26 0.34 -4.79
C 2.09 -3.62 1.01
N 2.15 -4.60 -0.06
C 2.48 -5.95 0.39
C 1.45 -4.39 -1.21
S 0.20 -3.25 -1.29
N 1.80 -5.12 -2.29
C 3.15 -5.64 -2.49
C 0.92 -5.29 -3.43
H 2.91 -3.83 1.70
H 1.14 -3.69 1.56
H 2.21 -2.62 0.62
H 1.98 -6.13 1.34
H 3.55 -6.08 0.54
H 2.12 -6.69 -0.32
H 3.84 -5.20 -1.78
H 3.46 -5.38 -3.50
H 3.19 -6.73 -2.40
H -0.08 -4.96 -3.19
H 0.90 -6.35 -3.71
H 1.30 -4.72 -4.29
```

Calculated values
E_LUMO (spin up / spin down) in eV: -5.38 / -5.63
Energy in Eh: -3019.705914
Charge: +2
2S+1: 3

Results of the Mulliken charge analysis, in e, for atoms 1 through 8: 0.611 -0.784 0.439 -0.606 -0.457 -0.857 -0.533 0.537



(2)
Below is a structure of composition C26H39N8O3SV at a distorted geometry, with properties calculated with the ωB97M-V functional and the def2-TZVPD basis.

XYZ file:
```
78
C26H39N8O3SV, DFT the ωB97M-V functional and the def2-TZVPD basis
V 1.29 0.82 -0.31
O 3.72 -3.70 1.62
C 2.49 -3.70 2.13
C 2.17 -4.74 3.01
C 0.92 -4.81 3.58
C -0.07 -3.87 3.28
C 0.24 -2.85 2.41
C 1.52 -2.73 1.83
C 1.80 -1.59 0.97
O 0.86 -0.68 0.76
N 2.99 -1.41 0.49
N 3.04 -0.18 -0.20
C 4.18 0.16 -0.70
C 4.44 1.40 -1.40
C 5.72 1.64 -1.93
C 5.99 2.82 -2.57
C 4.99 3.79 -2.69
C 3.73 3.57 -2.17
C 3.45 2.38 -1.53
O 2.24 2.14 -0.97
H 3.84 -2.90 1.07
H 2.93 -5.48 3.23
H 0.69 -5.62 4.28
H -1.06 -3.95 3.71
H -0.52 -2.13 2.12
H 4.99 -0.55 -0.56
H 6.48 0.88 -1.82
H 6.98 3.01 -2.98
H 5.21 4.72 -3.19
H 2.95 4.32 -2.26
N -1.32 0.63 1.93
C -1.73 1.95 2.49
C -0.56 2.55 3.26
C 0.61 3.05 2.40
N 1.45 1.95 1.85
C 0.11 3.94 1.26
C -1.03 3.34 0.45
N -0.53 2.27 -0.48
C -2.17 2.86 1.35
H -1.11 -0.07 2.64
H -0.46 0.79 1.41
H -1.99 0.21 1.26
H -2.56 1.76 3.17
H -0.20 1.84 4.02
H -0.94 3.41 3.82
H 1.23 3.66 3.06
H 1.78 1.34 2.60
H 2.30 2.38 1.48
H 0.95 4.18 0.60
H -0.23 4.88 1.69
H -1.44 4.15 -0.17
H -0.05 2.75 -1.24
H -1.33 1.80 -0.92
H -2.95 2.37 0.76
H -2.63 3.75 1.80
N 1.02 -0.81 -2.93
C 1.04 -0.16 -1.98
H 1.04 -1.38 -3.75
C -3.67 0.12 -3.52
N -3.76 -1.20 -2.91
C -4.20 -2.25 -3.85
C -3.28 -1.46 -1.69
S -2.20 -0.36 -0.93
N -3.65 -2.60 -1.07
C -5.01 -3.15 -1.14
C -2.85 -3.19 0.00
H -4.45 0.20 -4.28
H -2.70 0.27 -3.99
H -3.83 0.90 -2.77
H -3.77 -2.03 -4.83
H -5.28 -2.28 -3.96
H -3.84 -3.22 -3.54
H -5.68 -2.46 -1.64
H -5.37 -3.28 -0.12
H -5.04 -4.12 -1.63
H -1.81 -2.90 -0.10
H -2.92 -4.27 -0.08
H -3.22 -2.89 0.98
```

Calculated values
E_LUMO (spin up / spin down) in eV: -5.58 / -5.84
Energy in Eh: -3019.708944
Charge: +2
2S+1: 3

Results of the Mulliken charge analysis, in e, for atoms 1 through 8: 0.403 -0.631 0.443 -0.717 -0.386 -1.158 0.291 -0.237



We obtain molecular weight values of 594.66 594.66 g mol⁻¹ for the records listed above, in that order.